#P
Below is a single C4H6F2 molecule, with properties calculated with ωB97M-V with the def2-TZVPD basis set.

The value obtained for the molar mass is 92.09 g/mol. The SMILES is C=C(CF)CF. The value obtained for the orbital gap is 11.094 eV.

Geometry as ORCA input:
```
! wB97M-V def2-TZVPD RIJCOSX def2/J DEFGRID3
* xyz 0 1
C 1.53 -0.13 0.02
C 0.20 -0.06 0.04
C -0.69 -0.83 0.98
F -1.67 -1.44 0.20
C -0.53 0.89 -0.88
F 0.45 1.72 -1.41
H 2.11 -0.72 0.72
H 2.10 0.42 -0.73
H -0.14 -1.60 1.50
H -1.13 -0.18 1.70
H -1.26 1.54 -0.40
H -0.98 0.38 -1.73
*
```

---

#Q
Below is a single C4H6F2 molecule, with properties calculated with ωB97M-V with the def2-TZVPD basis set.

The value obtained for the molar mass is 92.09 g/mol. The SMILES is F[C@H]1C[C@@H](F)C1. The value obtained for the orbital gap is 12.386 eV.

Geometry as ORCA input:
```
! wB97M-V def2-TZVPD RIJCOSX def2/J DEFGRID3
* xyz 0 1
F 2.06 -0.21 -0.56
C 1.01 -0.02 0.27
C -0.07 -1.06 -0.02
C -1.09 0.03 0.25
F -2.17 -0.16 -0.56
C 0.07 1.09 -0.18
H 1.46 0.16 1.19
H 0.02 -1.21 -1.00
H 0.02 -2.04 0.46
H -1.46 0.12 1.27
H 0.04 1.12 -1.29
H 0.10 2.17 0.17
*
```

---

Most stable one: #P, least stable one: #Q.

---

#P
Below is a single C4H6F2 molecule, with properties calculated with ωB97M-V with the def2-TZVPD basis set.

The value obtained for the molar mass is 92.09 g/mol. The SMILES is CCC=C(F)F. The value obtained for the orbital gap is 10.317 eV.

Geometry as ORCA input:
```
! wB97M-V def2-TZVPD RIJCOSX def2/J DEFGRID3
* xyz 0 1
C 1.27 0.63 -0.37
C 0.66 -0.49 0.46
C -0.73 -0.69 -0.13
C -1.75 0.14 0.03
F -1.49 1.44 0.25
F -3.02 -0.22 -0.11
H 2.32 0.61 -0.06
H 0.69 1.58 -0.09
H 1.10 0.41 -1.45
H 1.23 -1.49 0.45
H 0.71 -0.26 1.52
H -0.98 -1.66 -0.50
*
```

---

#Q
Below is a single C4H6F2 molecule, with properties calculated with ωB97M-V with the def2-TZVPD basis set.

The value obtained for the molar mass is 92.09 g/mol. The SMILES is F[C@H]1CC[C@@H]1F. The value obtained for the orbital gap is 12.240 eV.

Geometry as ORCA input:
```
! wB97M-V def2-TZVPD RIJCOSX def2/J DEFGRID3
* xyz 0 1
F -1.69 0.76 -1.20
C -0.96 -0.01 -0.36
C 0.42 -0.41 -0.88
C 1.01 -0.16 0.53
C -0.26 0.64 0.78
F -0.90 0.48 1.99
H -1.53 -0.88 -0.11
H 0.37 -1.41 -1.30
H 0.77 0.19 -1.71
H 2.01 0.16 0.58
H 0.94 -1.08 1.11
H -0.18 1.72 0.57
*
```

---

Most stable one: #Q, least stable one: #P.

---

#P
Below is a single C4H6F2 molecule, with properties calculated with ωB97M-V with the def2-TZVPD basis set.

The value obtained for the molar mass is 92.09 g/mol. The SMILES is FC(F)C1CC1. The value obtained for the orbital gap is 12.456 eV.

Geometry as ORCA input:
```
! wB97M-V def2-TZVPD RIJCOSX def2/J DEFGRID3
* xyz 0 1
F -2.03 1.30 0.12
C -0.86 0.90 0.69
F -0.33 1.99 1.32
C 0.08 0.40 -0.35
C -0.01 -1.03 -0.77
C 1.15 -0.57 0.05
H -1.08 0.14 1.45
H 0.34 1.16 -1.09
H 0.13 -1.27 -1.84
H -0.75 -1.66 -0.26
H 2.12 -0.46 -0.42
H 1.23 -0.90 1.09
*
```

---

#Q
Below is 3 unconnected molecules or ions with the total composition C4H6F2, with properties calculated with ωB97M-V with the def2-TZVPD basis set.

The value obtained for the molar mass is 92.09 g/mol. The value obtained for the orbital gap is 9.372 eV.

Geometry as ORCA input:
```
! wB97M-V def2-TZVPD RIJCOSX def2/J DEFGRID3
* xyz 0 1
C -0.62 1.19 -0.16
C 0.19 -0.06 -0.34
C -0.51 -1.33 0.02
C 1.58 0.00 -0.06
H -0.97 1.74 -1.20
H -0.49 2.43 0.87
H -1.64 0.37 0.45
H -1.14 -1.04 0.94
H -1.36 -1.56 -0.75
H 0.22 -2.00 0.34
F 2.56 -0.89 -0.14
F 2.17 1.15 0.03
*
```

---

Most stable one: #P, least stable one: #Q.

---

#P
Below is a molecular structure, C7H15NO2, with properties calculated with ωB97M-V with the def2-TZVPD basis set.

The value obtained for the molar mass is 145.20 g/mol. The value obtained for the orbital gap is 8.320 eV.

Geometry as ORCA input:
```
! wB97M-V def2-TZVPD RIJCOSX def2/J DEFGRID3
* xyz 0 1
C -0.47 -0.58 -0.62
C -1.19 0.73 0.99
C -1.23 -1.82 -0.28
C -0.85 0.20 -1.83
C -0.73 2.16 0.91
H -0.22 0.09 0.34
H -2.19 0.54 0.64
H -0.99 0.22 1.93
H -1.00 -2.56 -1.05
H -2.32 -1.69 -0.28
H -0.90 -2.24 0.67
H -1.90 0.51 -1.85
H -0.19 1.05 -1.97
H -0.69 -0.46 -2.69
H -1.32 2.77 1.60
H -0.87 2.57 -0.09
H 0.32 2.26 1.18
C 1.86 -0.82 0.75
N 2.57 0.28 1.10
C 1.55 -0.85 -0.76
O 1.46 -1.67 1.53
O 2.05 0.00 -1.52
H 2.95 0.83 0.35
H 2.95 0.35 2.03
H 1.36 -1.89 -1.09
*
```

---

#Q
Below is 2 unconnected molecules or ions with the total composition C7H15NO2, with properties calculated with ωB97M-V with the def2-TZVPD basis set.

The value obtained for the molar mass is 145.20 g/mol. The SMILES is CCOCCCCC#N.O. The value obtained for the orbital gap is 10.749 eV.

Geometry as ORCA input:
```
! wB97M-V def2-TZVPD RIJCOSX def2/J DEFGRID3
* xyz 0 1
C -4.31 1.33 1.04
C -3.40 0.91 -0.10
O -2.14 0.53 0.40
C -1.22 0.17 -0.61
C 0.02 -0.39 0.05
C 1.17 -0.64 -0.92
C 2.35 -1.28 -0.18
C 3.65 -1.14 -0.85
N 4.48 -0.70 -1.59
H -5.30 1.58 0.64
H -4.42 0.52 1.77
H -3.90 2.22 1.55
H -3.84 0.06 -0.65
H -3.28 1.74 -0.82
H -1.66 -0.60 -1.28
H -0.98 1.06 -1.21
H 0.36 0.33 0.81
H -0.25 -1.31 0.59
H 0.86 -1.30 -1.74
H 1.46 0.32 -1.38
H 2.48 -0.86 0.83
H 2.17 -2.34 0.02
O 5.39 -0.04 1.39
H 4.73 -0.46 1.97
H 5.59 0.26 0.28
*
```

---

Most stable one: #Q, least stable one: #P.